A single C5H9NO molecule, computed with wB97M-V/def2-TZVPD.

Element x y z (Å)
C1 -0.907 1.748 0.656
C2 -0.773 0.289 0.220
C3 0.641 -0.039 -0.255
O1 1.625 0.259 0.722
C4 0.893 -1.528 -0.567
C5 -0.289 -2.306 -0.952
N1 -1.212 -2.948 -1.226
H1 -0.575 2.436 -0.131
H2 -1.947 1.995 0.888
H3 -0.320 1.950 1.560
H4 -1.465 0.082 -0.605
H5 -1.052 -0.378 1.045
H6 0.832 0.549 -1.167
H7 1.625 1.212 0.867
H8 1.313 -1.978 0.338
H9 1.648 -1.624 -1.354

LUMO	0.72	eV
strongest force on any atom	1.2	eV/Å
E_tot	-325.8993	hartree
ΔE to the lowest compared entry with this formula, charge and spin	24.02	kcal/mol
spin multiplicity	1
HOMO level	-10.83	eV
gap between HOMO and LUMO	11.55	eV
molecular weight	99.1	g/mol

So, what does the Löwdin scheme give us? The charges, in e, come out as: C -0.10; C -0.22; C -0.41; O -0.03; C -0.12; C -0.23; N 0.14; H 0.08; H 0.08; H 0.07; H 0.12; H 0.13; H 0.15; H 0.09; H 0.13; H 0.13


3 unconnected molecules or ions with the total composition C3H12O2S2, computed with wB97M-V/def2-TZVPD.

Element x y z (Å)
C1 1.854 0.660 -0.115
C2 1.623 1.544 -1.274
C3 0.532 0.176 0.571
S1 -0.743 -0.292 -0.694
S2 -2.385 -0.393 0.402
H1 2.621 0.906 0.690
H2 2.349 -0.267 -0.576
H3 0.757 1.587 -1.990
H4 1.425 2.615 -0.994
H5 2.501 1.458 -1.840
H6 0.149 1.239 1.074
H7 0.562 -0.363 1.461
H8 -2.800 -1.558 0.848
H9 -1.463 -4.882 -2.734
H10 -0.887 -3.619 -2.331
O1 -1.327 -4.363 -1.975
H11 -2.233 1.366 3.129
H12 -0.891 2.012 3.426
O2 -1.646 2.176 2.922

net charge	+1
LUMO (alpha / beta)	-4.52 / -8.77	eV
strongest force on any atom	5.5	eV/Å
E_tot	-1067.9485	hartree
ΔE to the lowest compared entry with this formula, charge and spin	61.87	kcal/mol
spin multiplicity	2
HOMO level (alpha / beta)	-14.55 / -14.54	eV
gap between HOMO and LUMO (alpha / beta)	10.03 / 5.77	eV
molecular weight	144.3	g/mol

So, what does the Löwdin scheme give us? The charges, in e, come out as: C -0.32; C -0.16; C -0.43; S 0.73; S 0.53; H 0.15; H 0.13; H 0.09; H 0.11; H 0.07; H 0.16; H 0.06; H -0.11; H 0.02; H 0.00; O -0.02; H 0.08; H -0.01; O -0.07